Run A
An isolated molecule of C3H9NO, computed with wB97M-V/def2-TZVPD.

```
! wB97M-V def2-TZVPD RIJCOSX def2/J DEFGRID3
* xyz 0 1
C 0.181 1.619 -0.537
C -0.249 0.353 0.191
N 0.036 0.510 1.661
C 0.449 -0.888 -0.284
O -0.440 -1.698 -1.122
H -0.342 2.465 -0.078
H 1.221 1.921 -0.365
H 0.015 1.465 -1.598
H -1.323 0.308 0.005
H -0.782 0.496 2.260
H 0.555 1.377 1.797
H 1.262 -0.625 -0.973
H 0.823 -1.590 0.453
H -0.631 -2.551 -0.753
*
```

Properties
Orbital gap   10.363 eV
Molar mass   75.111 g mol⁻¹

Run B
A structure of composition C3H9NO, computed with wB97M-V/def2-TZVPD.

```
! wB97M-V def2-TZVPD RIJCOSX def2/J DEFGRID3
* xyz 0 1
C -1.001 -0.828 0.403
C -0.487 0.213 -0.597
C 1.004 0.391 -0.546
O 1.233 1.789 -1.608
N -0.580 -0.652 1.782
H -0.570 -1.797 0.129
H -2.079 -0.952 0.318
H -0.998 1.159 -0.426
H -0.737 -0.045 -1.629
H 1.589 -0.525 -0.649
H 1.307 0.984 0.305
H 1.646 0.957 -1.592
H -0.699 0.260 2.199
H 0.372 -0.952 1.912
*
```

Properties
Orbital gap   10.173 eV
Molar mass   75.111 g mol⁻¹

Run C
A cluster of 2 separate species, C3H9NO in total, computed with wB97M-V/def2-TZVPD.

```
! wB97M-V def2-TZVPD RIJCOSX def2/J DEFGRID3
* xyz 0 1
C 2.395 0.322 -0.697
O 2.770 1.298 -0.072
H 1.384 -0.189 -0.472
H 3.017 -0.232 -1.416
C -1.298 0.790 -0.480
N -0.903 -0.528 -0.207
C -0.504 -0.903 1.163
H -0.524 1.452 -0.227
H -2.230 1.117 0.051
H -1.414 0.933 -1.611
H -1.609 -1.152 -0.561
H -1.345 -1.097 1.817
H 0.156 -1.757 1.146
H 0.105 -0.053 1.567
*
```

Properties
Orbital gap   9.785 eV
Molar mass   75.111 g mol⁻¹

What should be chosen as the least stable of them? Choose run B.

Run A
An isolated molecule of C3H9N3O, computed with wB97M-V/def2-TZVPD.

```
! wB97M-V def2-TZVPD RIJCOSX def2/J DEFGRID3
* xyz 0 1
C -0.617 0.655 -1.820
C 0.202 0.360 -0.819
N 1.481 0.837 -0.616
N -0.259 -0.577 0.216
C -0.879 0.194 1.413
N 0.897 -1.309 0.710
O -1.269 -1.345 -0.131
H -1.572 0.168 -1.873
H -0.329 1.340 -2.596
H 1.705 1.707 -1.074
H 1.882 0.688 0.295
H -1.615 0.867 0.986
H -1.329 -0.498 2.118
H -0.076 0.752 1.884
H 0.537 -1.983 1.384
H 1.241 -1.856 -0.079
*
```

Properties
Orbital gap   9.391 eV
Molar mass   103.125 g mol⁻¹

Run B
An isolated molecule of C3H9N3O, computed with wB97M-V/def2-TZVPD.

```
! wB97M-V def2-TZVPD RIJCOSX def2/J DEFGRID3
* xyz 0 1
C -1.565 1.412 0.340
C -0.363 0.594 0.749
O -0.052 0.445 1.948
N 0.683 0.446 -0.132
C 1.938 -0.164 0.203
N -0.354 -0.402 -1.007
N -0.533 -1.784 -0.883
H -2.444 0.770 0.397
H -1.483 1.801 -0.672
H -1.694 2.223 1.051
H 2.249 0.251 1.163
H 2.656 0.084 -0.585
H 1.893 -1.249 0.326
H -0.195 -0.151 -1.981
H -1.076 -1.962 -0.042
H 0.338 -2.314 -0.875
*
```

Properties
Orbital gap   10.245 eV
Molar mass   103.125 g mol⁻¹

What should be chosen as the least stable of them? Choose run A.

Run A
A cluster of 2 separate species, C3H9N3O in total, computed with wB97M-V/def2-TZVPD.

```
! wB97M-V def2-TZVPD RIJCOSX def2/J DEFGRID3
* xyz 0 1
H 1.442 0.622 0.917
N 0.670 -0.064 0.734
C -0.180 0.635 0.085
N 0.007 1.949 -0.208
C -1.531 0.016 -0.324
C -1.792 -1.410 -0.484
N -2.030 -0.761 0.826
H 0.701 2.495 0.264
H -0.827 2.467 -0.389
H -2.268 0.698 -0.735
H -2.652 -1.784 -1.043
H -0.937 -2.093 -0.475
H -1.277 -0.788 1.490
O 3.802 -0.934 -0.095
H 3.737 -0.026 0.214
H 3.137 -1.021 -0.777
*
```

Properties
Orbital gap   9.868 eV
Molar mass   103.125 g mol⁻¹

Run B
An isolated molecule of C3H9N3O, computed with wB97M-V/def2-TZVPD.

```
! wB97M-V def2-TZVPD RIJCOSX def2/J DEFGRID3
* xyz 0 1
C 1.022 -0.154 -0.539
C 0.327 -1.012 0.394
N 1.978 0.705 -0.118
N -0.933 0.990 -0.329
C -1.027 0.065 0.957
O 1.047 -0.330 -1.876
N -2.149 -0.525 1.299
H 0.382 -0.981 -2.130
H 1.967 0.950 0.858
H 2.233 1.446 -0.753
H -1.099 1.978 -0.176
H -1.490 0.597 -1.083
H -2.431 -1.217 0.602
H -0.140 -1.865 -0.094
H 0.923 -1.347 1.237
H -0.611 0.702 1.750
*
```

Properties
Orbital gap   7.134 eV
Molar mass   103.125 g mol⁻¹

Run C
An isolated molecule of C3H9N3O, computed with wB97M-V/def2-TZVPD.

```
! wB97M-V def2-TZVPD RIJCOSX def2/J DEFGRID3
* xyz 0 1
N 1.860 -1.475 0.509
C 0.483 -1.591 0.734
N -0.378 -0.695 -0.064
C -0.953 0.427 0.533
O -0.732 0.727 1.688
C -1.375 1.379 -0.562
N -0.312 2.195 -1.190
H 2.582 -0.935 0.943
H 2.294 -2.290 0.100
H 0.337 -1.379 1.806
H 0.007 -2.590 0.688
H 0.063 -0.514 -0.956
H -2.201 1.991 -0.176
H -2.008 0.874 -1.321
H -0.120 1.957 -2.151
H 0.452 1.919 -0.582
*
```

Properties
Orbital gap   10.114 eV
Molar mass   103.125 g mol⁻¹

Run D
A cluster of 2 separate species, C3H9N3O in total, computed with wB97M-V/def2-TZVPD.

```
! wB97M-V def2-TZVPD RIJCOSX def2/J DEFGRID3
* xyz 0 1
H 1.475 0.878 2.027
N 0.804 0.238 2.474
C 0.178 -0.432 1.612
C 0.600 -0.245 -0.129
C 0.400 -1.536 -0.851
N 1.426 0.683 -0.332
H 2.232 0.446 -0.901
H -0.496 -1.227 1.945
H -0.667 -1.758 -0.856
H 0.732 -1.465 -1.889
H 0.902 -2.364 -0.351
N -1.734 1.861 -0.664
O -1.420 0.511 -0.313
H -2.397 1.750 -1.430
H -0.857 2.228 -1.048
H -1.177 0.433 0.709
*
```

Properties
Orbital gap   9.777 eV
Molar mass   103.125 g mol⁻¹

What should be chosen as the least stable of them? Choose run D.

Run A
An isolated molecule of C21H27ClN2O5, computed with wB97M-V/def2-TZVPD.

```
! wB97M-V def2-TZVPD RIJCOSX def2/J DEFGRID3
* xyz 0 1
C -7.217 0.911 0.230
O -6.296 0.171 -0.570
C -5.019 0.175 -0.081
C -4.097 1.099 -0.577
C -4.514 2.088 -1.628
C -2.797 1.068 -0.093
C -2.401 0.124 0.846
C -0.971 0.145 1.293
O -0.333 1.185 1.361
N -0.419 -1.056 1.584
C 0.974 -1.172 1.978
C 1.476 -2.594 1.792
C 2.956 -2.694 2.102
O 3.641 -1.887 1.168
C 5.024 -1.785 1.393
C 5.608 -0.951 0.267
N 5.506 -1.593 -1.028
C 4.405 -1.581 -1.838
O 4.243 -2.402 -2.718
C 3.449 -0.502 -1.612
C 2.597 0.328 -1.451
C 1.539 1.306 -1.241
C 1.840 2.726 -1.734
C 0.437 3.314 -1.771
O -0.437 2.236 -2.127
C 0.258 0.996 -2.022
C -3.318 -0.800 1.329
C -4.621 -0.765 0.865
Cl -5.769 -1.919 1.465
H -8.180 0.847 -0.268
H -7.295 0.484 1.232
H -6.912 1.958 0.304
H -3.639 2.593 -2.036
H -5.049 1.592 -2.436
H -5.184 2.846 -1.216
H -2.067 1.774 -0.470
H -0.952 -1.892 1.415
H 1.567 -0.490 1.370
H 1.094 -0.863 3.021
H 0.931 -3.283 2.444
H 1.314 -2.911 0.758
H 3.160 -2.344 3.124
H 3.299 -3.733 2.029
H 5.228 -1.301 2.358
H 5.486 -2.783 1.411
H 5.083 0.003 0.222
H 6.659 -0.743 0.476
H 6.089 -2.400 -1.194
H 1.294 1.349 -0.177
H 2.511 3.271 -1.072
H 2.278 2.689 -2.732
H 0.145 3.696 -0.788
H 0.324 4.109 -2.509
H 0.499 0.615 -3.019
H -0.379 0.272 -1.512
H -3.046 -1.528 2.082
*
```

Properties
Orbital gap   9.735 eV
Molar mass   422.909 g mol⁻¹

Run B
An isolated molecule of C21H27ClN2O5, computed with wB97M-V/def2-TZVPD.

```
! wB97M-V def2-TZVPD RIJCOSX def2/J DEFGRID3
* xyz 0 1
C -6.862 1.192 0.865
O -6.230 0.115 0.176
C -4.901 -0.018 0.466
C -3.953 0.527 -0.403
C -4.393 1.276 -1.629
C -2.608 0.343 -0.120
C -2.195 -0.362 1.005
C -0.720 -0.514 1.219
O 0.070 -0.423 0.291
N -0.302 -0.745 2.488
C 1.116 -0.862 2.784
C 1.661 -2.267 2.546
C 3.176 -2.282 2.587
O 3.636 -1.550 1.470
C 5.026 -1.301 1.463
C 5.334 -0.589 0.168
N 5.080 -1.502 -0.958
C 4.845 -0.816 -2.198
O 5.538 -0.975 -3.163
C 3.652 0.022 -2.214
C 2.597 0.596 -2.157
C 1.305 1.259 -2.078
C 1.228 2.626 -2.779
C -0.253 2.720 -3.191
O -0.854 1.459 -2.890
C 0.185 0.497 -2.791
C -3.141 -0.917 1.856
C -4.486 -0.742 1.579
Cl -5.668 -1.469 2.620
H -7.900 1.198 0.543
H -6.816 1.046 1.945
H -6.394 2.145 0.606
H -3.532 1.502 -2.257
H -5.109 0.689 -2.203
H -4.886 2.214 -1.366
H -1.863 0.752 -0.790
H -0.964 -0.688 3.240
H 1.653 -0.163 2.143
H 1.271 -0.564 3.822
H 1.265 -2.962 3.290
H 1.337 -2.610 1.561
H 3.545 -1.819 3.515
H 3.562 -3.308 2.553
H 5.307 -0.672 2.317
H 5.586 -2.243 1.525
H 4.713 0.314 0.118
H 6.383 -0.288 0.152
H 4.203 -1.972 -0.732
H 1.019 1.344 -1.028
H 1.535 3.441 -2.126
H 1.878 2.630 -3.654
H -0.801 3.483 -2.637
H -0.353 2.932 -4.260
H 0.515 0.169 -3.784
H -0.178 -0.350 -2.215
H -2.862 -1.521 2.709
*
```

Properties
Orbital gap   9.760 eV
Molar mass   422.909 g mol⁻¹

What should be chosen as the least stable of them? Choose run B.